(1)
136
Properties=species:S:1:pos:R:3:mulliken_charge:R:1 method="wB97M-V/def2-TZVPD" multiplicity=1 e_above_lowest_kj_mol=552.0 smiles="O=C1NC(=O)c2c(CC[C@](F)(Br)C(F)(F)Br)cccc21.CN(C)C=O.CN(C)C=O.CN(C)C=O.CN(C)C=O.CN(C)C=O.CN(C)C=O.CN(C)C=O.CN(C)C=O.CN(C)C=O" total_charge=0
Br -5.977 2.855 0.140 0.009
Br -7.375 5.885 0.870 -0.068
F -5.822 4.923 2.927 -0.243
F -4.795 6.647 1.839 -0.243
F -3.907 3.678 1.765 -0.315
O -4.690 -4.695 -4.813 -0.590
O -0.158 -1.752 6.388 -0.762
O 1.060 -5.602 7.189 -0.614
O 1.131 0.488 -4.197 -0.569
O 2.957 3.078 -9.729 -0.599
O -2.390 -2.874 1.170 -0.542
O 10.561 0.284 5.535 -0.574
O 3.526 0.542 5.525 -0.583
O -2.467 3.568 -3.112 -0.622
O -3.735 0.055 -1.571 -0.762
O -5.615 1.354 -5.939 -0.657
N -3.978 2.081 -4.306 -0.086
N 5.283 -0.505 4.490 0.280
N -5.644 -2.610 -4.797 0.197
N 1.776 1.303 -6.241 0.169
N 1.492 -1.409 7.946 0.196
N 3.979 1.571 -11.123 0.117
N 9.192 1.115 7.175 0.148
N -1.092 -6.293 6.799 0.150
N -0.744 -2.526 2.728 0.215
N -1.973 -0.995 -2.605 0.387
C 6.163 -0.574 3.340 -0.953
C 8.069 1.277 6.273 -0.882
C -5.597 -2.504 -3.351 -0.864
C -3.616 3.265 -3.488 0.366
C -6.198 -1.510 -5.564 -0.812
C -3.803 4.881 -0.352 -0.705
C -5.167 -3.738 -5.395 0.092
C -1.672 -3.273 2.069 0.019
C -5.296 2.117 -5.004 0.397
C -5.501 5.151 -2.432 0.400
C -2.047 -6.851 5.864 -1.001
C 0.562 -2.155 7.288 0.514
C -4.488 5.862 -1.420 -0.604
C 1.671 -0.017 7.575 -0.991
C -1.796 -1.950 -1.526 -1.192
C 0.074 -3.077 3.792 -0.805
C -5.573 5.457 1.610 0.485
C -2.960 -0.060 -2.508 0.624
C 10.364 0.616 6.688 0.096
C -4.773 4.329 0.794 0.351
C 0.868 0.437 -6.966 -0.761
C -1.531 -5.966 8.141 -0.934
C -5.026 3.980 -3.321 0.329
C -0.566 -1.136 2.356 -0.914
C 9.035 1.489 8.566 -0.909
C 3.842 0.613 -12.202 -0.928
C 2.911 2.261 -10.631 0.120
C -6.071 3.301 -4.278 -0.296
C 5.460 -1.459 5.566 -0.982
C -6.986 5.598 -2.596 -0.616
C -8.007 4.963 -3.569 -0.647
C -7.537 3.758 -4.422 -0.438
C 5.291 1.801 -10.550 -0.919
C -1.093 -1.064 -3.755 -0.940
C 2.308 -1.964 9.004 -0.919
C 1.811 1.233 -4.881 0.030
C 2.619 2.218 -6.987 -0.863
C 4.297 0.430 4.588 -0.048
C 0.207 -6.067 6.454 -0.006
H -3.264 3.982 -0.799 0.303
H -4.975 6.768 -0.897 0.396
H 5.917 0.200 2.612 0.288
H -0.940 -6.538 8.861 0.311
H 6.039 1.180 -11.045 0.380
H 6.057 -1.555 2.869 0.354
H 1.109 -0.605 -6.739 0.304
H -6.171 -3.325 -2.913 0.343
H 5.264 1.564 -9.484 0.254
H 1.952 0.039 6.522 0.357
H -1.511 -0.604 2.493 0.342
H -2.437 -7.788 6.270 0.368
H -1.724 -4.313 2.431 0.287
H -6.170 -1.726 -6.634 0.303
H -7.343 6.479 -1.959 0.431
H 5.554 2.856 -10.668 0.311
H -1.369 -4.901 8.322 0.247
H -0.972 -2.629 -1.748 0.396
H -1.339 -0.290 -4.483 0.086
H -2.718 -2.521 -1.397 0.343
H 7.206 1.683 6.802 0.412
H -1.588 -1.410 -0.600 0.346
H 0.954 0.607 -8.040 0.292
H -2.868 -6.142 5.728 0.353
H 1.128 -2.991 3.510 0.308
H -9.072 5.357 -3.641 0.336
H 0.208 -0.672 2.970 0.322
H 6.284 -2.139 5.346 0.385
H 0.433 -6.351 5.414 0.415
H 9.956 1.315 9.123 0.307
H 2.805 0.543 -12.532 0.292
H 5.668 -0.917 6.493 0.287
H 2.066 -3.015 9.174 0.287
H 8.777 2.550 8.622 0.324
H 11.151 0.535 7.456 0.271
H 1.965 2.011 -11.136 0.313
H -0.166 -4.129 3.963 0.033
H 4.251 1.103 3.717 0.313
H -0.067 -0.928 -3.423 0.538
H 3.255 1.644 -7.663 0.283
H 0.726 0.515 7.716 0.307
H 3.248 2.805 -6.315 0.266
H -3.007 0.614 -3.380 0.160
H -1.201 -2.047 -4.224 0.336
H -1.580 -7.047 4.898 0.325
H 1.986 2.893 -7.565 0.363
H 4.536 -2.029 5.693 0.283
H 2.447 0.446 8.186 0.365
H 0.509 -3.195 7.648 -0.021
H -2.589 -6.202 8.266 0.393
H -7.236 -1.351 -5.257 0.307
H 3.361 -1.880 8.723 0.290
H -0.282 -1.080 1.302 0.277
H -8.270 3.274 -5.141 0.407
H -6.012 -1.550 -3.023 0.375
H 2.129 -1.402 9.924 0.363
H -3.366 2.264 -5.136 0.299
H 8.231 0.893 9.006 0.313
H 7.196 -0.438 3.672 0.333
H -3.626 6.274 -2.074 0.338
H -4.559 -2.586 -3.019 0.122
H -0.156 0.639 -6.642 0.160
H 4.174 -0.368 -11.851 0.343
H -2.988 5.505 0.182 0.392
H 2.534 1.933 -4.431 0.243
H 8.355 1.952 5.463 0.322
H -5.251 -3.712 -6.494 0.264
H 4.465 0.932 -13.042 0.333
H 7.813 0.304 5.845 0.150
H -5.615 -0.610 -5.364 0.268
H -0.108 -2.512 4.712 0.569

=====

(2)
136
Properties=species:S:1:pos:R:3:mulliken_charge:R:1 method="wB97M-V/def2-TZVPD" multiplicity=1 smiles="O=[N+]([O-])c1ccccc1.O=[N+]([O-])c1ccccc1.CN(C)C=O.CN(C)C=O.CN(C)C=O.CN(C)C=O.CN(C)C=O.CN(C)C=O.CN(C)C=O.CN(C)C=O.CN(C)C=O" total_charge=0
O 3.418 -1.676 0.535 -0.760
O 4.065 4.854 1.530 -0.667
O -3.567 2.581 -3.522 -0.612
O -6.722 -3.300 1.317 -0.615
O -4.871 -1.539 -0.950 -0.374
O -0.416 -3.349 -2.090 -0.705
O 6.821 0.098 1.915 -0.678
O -6.421 -1.417 2.344 -0.642
O 2.882 4.318 -3.913 -0.682
O 1.746 -0.435 3.268 -0.797
O -0.256 3.511 -0.152 -0.629
O 0.886 -5.742 2.875 -0.559
O 1.391 2.458 0.721 -0.345
N 0.592 4.081 -4.240 0.211
N 2.998 1.366 3.974 0.213
N -4.961 3.150 -1.844 0.267
N 2.914 6.654 0.875 0.121
N -1.496 -1.600 -3.103 0.331
N 0.339 -5.598 0.639 0.427
N 5.779 1.663 0.604 0.203
N 0.241 2.491 0.289 1.012
N 4.615 -3.267 1.575 0.256
N -6.078 -2.566 2.034 1.139
N -4.600 -3.439 -2.175 0.541
C 5.605 -3.413 0.558 -1.090
C 2.751 1.195 5.428 -0.995
C -2.635 -2.549 3.594 -0.686
C -2.771 0.319 0.568 -1.229
C 4.019 2.307 3.515 -0.886
C -0.024 0.071 0.875 -0.296
C -3.943 -2.198 3.297 -0.028
C 0.611 4.609 -5.632 -1.044
C 2.383 0.595 3.058 0.878
C -5.333 1.810 -1.358 -0.193
C 0.502 -6.222 1.827 -0.061
C -5.678 4.196 -1.061 -1.019
C -4.753 -3.000 2.500 -0.257
C 1.737 3.975 -3.551 0.284
C 0.852 -4.236 0.387 -0.159
C 3.631 -2.353 1.504 0.252
C 4.823 -4.094 2.766 -1.007
C -0.266 -6.308 -0.505 -0.719
C -1.928 -2.370 -4.261 -0.762
C -4.144 3.443 -2.858 0.116
C 6.698 2.679 0.938 -0.933
C -0.813 -1.059 1.096 -1.419
C -3.623 -4.070 -1.304 -0.332
C -2.213 -0.838 1.017 0.957
C -5.058 -4.163 -3.368 -1.069
C -0.613 1.297 0.537 -0.083
C 2.994 5.389 1.276 0.416
C -2.054 -0.247 -2.884 -0.410
C -2.255 -3.846 3.238 -0.383
C 4.094 7.460 0.598 -0.951
C 5.921 0.420 1.174 0.458
C -0.767 -2.186 -2.131 0.076
C -3.077 -4.677 2.487 -0.604
C -0.768 3.684 -3.763 -1.153
C 4.559 1.918 -0.136 -0.170
C -1.984 1.399 0.336 -0.397
C -4.277 -4.250 2.055 -0.238
C 1.598 7.239 0.541 -0.879
C -5.091 -2.200 -1.949 -0.369
H 6.562 -3.047 0.934 0.341
H -5.027 -5.246 -3.257 0.305
H -0.525 -1.502 -1.302 0.316
H -0.987 3.933 -2.726 0.294
H 4.313 7.297 -0.459 0.324
H -2.667 -5.619 2.151 0.433
H -2.062 -1.864 4.201 0.476
H 1.050 -0.058 0.884 0.407
H 5.826 -4.067 3.195 0.341
H 2.015 4.886 1.287 0.059
H -5.158 5.148 -1.160 0.284
H -0.377 -2.022 1.312 0.873
H -3.464 -3.465 -0.410 -0.452
H 0.839 6.866 1.230 0.321
H -4.430 1.199 -1.392 -0.520
H -4.595 -3.940 -4.331 0.345
H -5.973 1.267 -2.056 0.331
H -2.820 -1.728 1.091 -0.219
H 3.990 8.519 0.828 0.317
H -1.295 -4.203 3.586 0.445
H 2.610 0.928 2.034 -0.147
H 5.022 1.884 3.470 0.226
H 2.419 2.169 5.790 0.369
H -2.924 -2.789 -4.114 0.061
H 1.353 6.733 -0.396 0.326
H 1.497 8.318 0.451 0.291
H 6.938 3.268 0.052 0.343
H -1.551 0.392 -3.610 0.349
H -0.168 4.180 -6.259 0.332
H 5.081 -0.200 0.821 0.144
H 4.100 3.182 4.162 0.368
H -3.130 -0.243 -3.056 0.270
H 1.582 4.453 -6.100 0.349
H 0.281 -6.193 -1.440 0.290
H -1.272 -3.211 -4.480 0.268
H -1.559 4.054 -4.414 0.385
H 4.678 -5.163 2.591 0.351
H -3.944 -5.024 -0.884 0.471
H -5.831 3.860 -0.039 0.281
H -4.080 4.542 -2.918 0.286
H 2.027 0.437 5.722 0.285
H 0.517 5.693 -5.557 0.321
H -6.097 -3.935 -3.612 0.401
H -5.691 -1.886 -2.818 0.333
H 7.617 2.260 1.346 0.342
H 3.620 0.961 6.045 0.344
H 4.774 1.879 -1.205 0.367
H -0.335 -7.364 -0.244 0.386
H -6.611 4.261 -1.622 0.432
H -0.909 2.613 -3.915 0.489
H 4.115 -3.859 3.561 0.304
H 0.088 -3.657 -0.131 -0.297
H 3.631 2.785 2.616 0.221
H -4.858 -4.895 1.413 0.602
H -1.901 0.146 -1.880 -0.328
H 6.281 3.337 1.704 0.239
H -2.529 2.269 -0.003 0.517
H -4.303 -1.253 3.680 0.435
H 0.219 -7.278 1.682 0.276
H 5.795 -4.471 0.363 0.392
H 4.907 7.019 1.172 0.303
H 5.340 -2.962 -0.396 0.289
H 1.072 -3.677 1.296 0.078
H 4.059 2.841 0.160 -0.084
H -1.273 -5.913 -0.652 0.079
H -3.836 0.238 0.406 0.642
H -5.747 1.795 -0.353 0.375
H 3.842 1.131 0.096 -0.186
H -2.591 -4.195 -1.636 0.253
H 1.792 -4.313 -0.160 0.357
H -1.956 -1.726 -5.140 0.388
H 1.579 3.556 -2.545 0.230
H 3.030 -2.356 2.427 0.307

=====

(3)
141
Properties=species:S:1:pos:R:3:mulliken_charge:R:1 method="wB97M-V/def2-TZVPD" multiplicity=1 total_charge=+1
Br -8.020 4.044 0.445 0.083
Br -5.510 7.587 -1.244 -0.059
P 3.768 -2.721 0.170 1.052
P 11.393 -5.271 1.048 0.983
F -8.356 -2.403 -3.506 -0.284
F -7.724 -0.558 -2.302 -0.211
F -3.520 -1.714 -3.327 -0.319
F -4.610 -1.613 -1.305 -0.281
F -6.022 -2.158 -4.700 -0.274
F -5.602 -3.517 -2.941 -0.284
O -7.344 3.587 -5.195 -0.367
O -6.499 0.710 3.912 -0.409
O 2.285 -1.986 0.040 -0.376
O 4.138 -1.439 1.255 -0.249
O 13.035 -5.300 0.541 -0.280
O 11.101 -4.579 -0.431 -0.344
O 11.762 -3.884 1.879 -0.357
O 3.447 -3.647 1.506 -0.348
O -5.335 0.592 -4.102 -0.534
O -2.391 5.579 -0.027 -0.229
O 3.513 -3.815 -0.871 -0.740
O -5.979 3.407 -3.649 -0.092
O -8.148 -3.890 -1.354 -0.472
O -7.304 -2.225 0.073 -0.331
O 9.929 -5.359 1.492 -0.684
N -3.472 2.494 -2.043 1.576
N -1.517 2.887 -3.553 -0.335
N -7.203 3.045 -4.134 0.211
C -1.172 2.458 1.938 -0.614
C -6.150 1.281 0.208 -0.832
C -6.636 6.196 -0.487 0.098
C -1.556 2.759 0.381 -0.118
C -5.739 2.152 -1.042 -0.317
C 5.947 -0.661 -0.222 -1.076
C -0.813 0.923 2.235 -0.743
C -2.297 6.713 2.165 -0.995
C 4.311 -4.728 1.818 -0.387
C -3.139 3.031 0.356 -0.273
C -5.927 1.749 1.708 0.413
C -1.190 2.313 -4.928 -0.821
C 9.829 -4.708 -1.053 -0.582
C -7.373 -1.914 -2.568 0.887
C -6.154 4.741 -0.065 -2.227
C 1.498 -2.148 -1.133 -0.359
C -6.064 4.263 -2.477 -1.305
C -7.617 -2.755 -1.212 0.128
C -3.031 2.913 -3.442 -1.220
C -4.737 -1.273 -2.682 0.890
C -2.923 5.002 -1.201 -1.085
C 12.939 -4.687 3.843 -1.025
C -7.107 1.184 2.683 -0.706
C -7.262 6.861 0.896 -0.994
C -3.766 3.599 -1.026 0.261
C -5.947 -2.143 -3.262 0.371
C -4.862 0.331 -2.951 -0.944
C 8.929 -3.540 -0.691 -0.816
C 5.438 -0.863 1.192 -0.122
C 13.077 -7.757 0.676 -1.174
C -6.305 -0.729 3.900 -0.379
C -5.419 3.747 -1.093 2.945
C -3.096 6.508 0.749 0.403
C 13.816 -6.446 0.860 -0.157
C 11.758 -3.909 3.297 -0.289
C -4.504 1.420 -1.849 1.215
C -1.872 -0.155 1.690 -0.002
C 0.542 -3.320 -0.988 -0.978
C 5.650 -4.239 2.337 -0.503
H -0.079 2.560 -5.145 0.321
H -5.618 4.759 0.943 0.769
H -7.776 0.405 2.175 0.292
H 7.908 -3.717 -1.035 0.275
H 1.044 -4.223 -0.636 0.304
H 6.078 -1.620 -0.737 0.246
H 14.687 -6.432 0.199 0.337
H 8.907 -3.352 0.384 0.267
H -3.059 7.554 0.244 0.303
H -6.901 7.959 1.000 0.390
H 5.381 0.107 1.693 0.340
H -2.997 6.800 3.061 0.299
H -1.972 4.792 -1.840 -0.095
H -3.977 0.747 -1.060 -1.094
H 2.131 -2.250 -2.016 0.393
H -7.215 4.341 -2.324 0.562
H -1.783 2.911 -5.726 0.316
H -1.328 1.761 -0.172 0.083
H -1.563 5.831 2.227 0.204
H -6.849 6.331 1.836 0.243
H -3.525 1.968 0.624 -1.294
H -1.394 1.191 -4.958 0.292
H -2.406 0.142 0.713 -0.300
H 3.817 -5.319 2.595 0.335
H -7.779 2.075 2.985 0.246
H -5.832 2.865 1.908 -0.106
H 11.822 -2.871 3.635 0.351
H 10.816 -4.318 3.670 0.245
H 6.135 -1.478 1.765 0.205
H 6.911 -0.149 -0.211 0.387
H -6.607 1.894 -1.777 0.768
H -7.576 6.121 -1.168 0.529
H -0.228 -3.091 -0.248 0.169
H -6.388 -1.078 5.000 0.259
H -4.955 1.266 2.122 -0.058
H 6.243 -5.072 2.724 0.464
H 6.222 -3.766 1.533 -0.210
H 9.296 -2.621 -1.154 0.309
H -2.612 1.915 -1.859 0.655
H -7.098 -1.306 3.305 0.212
H -1.259 -1.103 1.422 0.171
H 13.871 -4.354 3.383 0.237
H 0.055 -3.542 -1.939 0.358
H -4.189 6.334 1.022 -0.294
H -5.683 0.218 0.118 -0.042
H 13.016 -4.563 4.927 0.438
H 5.514 -3.503 3.131 0.227
H -1.208 3.877 -3.644 0.341
H -2.683 -0.463 2.435 0.130
H -1.635 7.656 2.032 0.319
H 4.445 -5.376 0.948 0.281
H -3.403 2.233 -4.274 0.534
H 0.919 -1.229 -1.268 0.305
H -7.909 -1.438 0.159 0.337
H 9.368 -5.666 -0.802 0.329
H -5.237 -1.042 3.567 0.082
H 12.231 -7.837 1.369 0.365
H 14.189 -6.358 1.882 0.208
H -0.326 3.168 2.268 0.340
H 5.237 -0.072 -0.808 0.316
H -3.568 5.656 -1.884 0.288
H 0.268 0.673 1.905 0.233
H -7.291 1.061 0.125 0.762
H -0.801 0.809 3.391 0.390
H -3.399 3.979 -3.714 0.338
H -8.402 6.918 0.865 0.346
H -0.900 3.545 -0.113 0.474
H 13.744 -8.602 0.860 0.386
H -5.616 5.266 -2.853 0.061
H -3.516 3.682 1.240 0.713
H 9.992 -4.714 -2.134 0.402
H 12.675 -7.836 -0.338 0.318
H 12.823 -5.754 3.635 0.232
H -2.095 2.728 2.575 0.242

=====

Number 1: DFT total energy -227250.22872 eV, Kohn-Sham gap 6.840 eV. Number 2: DFT total energy -84628.96141 eV, Kohn-Sham gap 7.689 eV. Number 3: DFT total energy -251771.49497 eV, Kohn-Sham gap 6.760 eV.